Computed, not measured: 14 unconnected molecules or ions with the total composition C56H90NO28SSi, with wB97M-V/def2-TZVPD.

As for the total energy: -137069.924 eV. The value obtained for the maximum force is 1.71 eV/Å. Its frontier orbital gap is 5.214 eV. The HOMO energy comes out at -0.135 Ha. Its LUMO energy is 1.5 eV. Its charge is -1.

Last column: Löwdin charge in e.
Element x y z (Å)
C  1.86  -1.19  -2.28  -0.18
Si  1.40  -2.43  -0.92  0.37
C  0.04  -3.56  -1.66  -0.17
C  0.59  -1.42  0.47  -0.17
N  2.68  -3.41  -0.37  -0.20
C  3.90  -3.26  -0.99  -0.53
S  4.11  -4.33  -2.49  0.66
O  5.38  -4.01  -3.13  -0.44
O  2.97  -4.31  -3.37  -0.39
H  0.95  -0.62  -2.52  0.01
H  2.58  -0.44  -1.94  0.01
H  2.18  -1.67  -3.19  0.02
H  0.41  -4.57  -1.67  0.00
H  -0.89  -3.47  -1.11  -0.01
H  -0.14  -3.26  -2.70  0.01
H  1.16  -1.44  1.39  0.02
H  -0.42  -1.76  0.67  0.01
H  0.48  -0.38  0.17  -0.01
H  4.22  -2.26  -1.33  0.08
H  4.71  -3.65  -0.34  0.07
H  4.27  -5.62  -2.05  0.04
O  -2.03  0.91  -0.78  0.11
C  -1.23  1.69  -1.21  -0.47
O  0.09  1.57  -0.95  -0.03
C  0.81  2.70  -1.48  -0.14
C  -0.09  3.26  -2.57  -0.14
C  -1.47  2.94  -2.03  -0.06
H  0.99  3.41  -0.67  0.12
H  1.77  2.36  -1.86  0.13
H  0.08  4.32  -2.76  0.08
H  0.08  2.73  -3.50  0.11
H  -1.85  3.72  -1.37  0.13
H  -2.19  2.74  -2.82  0.10
O  1.44  4.03  2.82  0.10
C  2.10  3.13  2.39  -0.48
O  3.41  3.27  2.08  0.02
C  3.91  2.06  1.49  -0.14
C  2.97  0.96  1.96  -0.13
C  1.65  1.72  2.07  -0.07
H  3.91  2.17  0.40  0.12
H  4.94  1.90  1.82  0.12
H  2.93  0.10  1.29  0.11
H  3.27  0.60  2.94  0.12
H  1.10  1.73  1.13  0.10
H  1.02  1.33  2.86  0.10
O  3.87  -5.88  3.14  0.13
C  4.05  -6.59  2.19  -0.48
O  5.13  -7.43  2.12  0.01
C  5.16  -8.08  0.85  -0.17
C  3.73  -8.02  0.33  -0.16
C  3.23  -6.70  0.92  -0.07
H  5.86  -7.54  0.20  0.12
H  5.52  -9.10  0.98  0.12
H  3.66  -8.07  -0.76  0.11
H  3.15  -8.85  0.74  0.11
H  3.46  -5.85  0.29  0.09
H  2.17  -6.72  1.15  0.13
O  -1.71  3.16  -5.22  0.13
C  -2.38  4.04  -5.64  -0.47
O  -2.91  4.05  -6.89  0.03
C  -3.58  5.29  -7.15  -0.16
C  -3.92  5.85  -5.77  -0.15
C  -2.76  5.32  -4.92  -0.07
H  -2.90  5.94  -7.70  0.12
H  -4.46  5.10  -7.76  0.12
H  -4.02  6.93  -5.76  0.11
H  -4.86  5.42  -5.42  0.12
H  -1.90  5.99  -4.93  0.13
H  -3.05  5.12  -3.89  0.12
O  0.67  -0.13  4.61  0.11
C  -0.50  -0.37  4.62  -0.49
O  -1.38  0.28  5.41  0.00
C  -2.70  -0.29  5.26  -0.14
C  -2.68  -0.98  3.90  -0.13
C  -1.22  -1.41  3.79  -0.05
H  -2.87  -0.99  6.08  0.09
H  -3.44  0.50  5.32  0.12
H  -3.39  -1.79  3.81  0.11
H  -2.90  -0.25  3.12  0.12
H  -1.04  -2.40  4.22  0.14
H  -0.85  -1.38  2.77  0.10
O  -6.61  -3.66  -0.93  0.09
C  -5.83  -2.88  -1.41  -0.48
O  -4.53  -2.88  -1.09  0.02
C  -3.86  -1.76  -1.73  -0.12
C  -4.76  -1.38  -2.90  -0.14
C  -6.14  -1.74  -2.37  -0.07
H  -3.76  -0.96  -1.00  0.12
H  -2.87  -2.07  -2.04  0.12
H  -4.65  -0.34  -3.20  0.12
H  -4.52  -2.00  -3.76  0.12
H  -6.59  -0.93  -1.80  0.14
H  -6.82  -2.08  -3.14  0.12
O  8.28  -0.85  -1.05  0.12
C  8.83  -1.85  -1.39  -0.48
O  10.19  -1.91  -1.54  0.01
C  10.57  -3.20  -2.05  -0.17
C  9.42  -4.13  -1.69  -0.15
C  8.22  -3.19  -1.75  -0.08
H  10.70  -3.11  -3.14  0.12
H  11.51  -3.49  -1.60  0.12
H  9.34  -4.99  -2.36  0.11
H  9.55  -4.50  -0.68  0.12
H  7.79  -3.12  -2.74  0.12
H  7.44  -3.46  -1.04  0.12
O  -4.11  -3.40  5.98  0.13
C  -3.52  -3.49  7.02  -0.48
O  -3.26  -2.41  7.80  0.00
C  -2.44  -2.80  8.92  -0.15
C  -2.68  -4.30  9.09  -0.15
C  -2.93  -4.74  7.65  -0.07
H  -1.40  -2.57  8.69  0.13
H  -2.75  -2.22  9.79  0.12
H  -1.85  -4.81  9.57  0.11
H  -3.58  -4.47  9.68  0.12
H  -2.00  -4.98  7.12  0.14
H  -3.63  -5.57  7.57  0.12
O  -2.10  -4.77  2.02  0.12
C  -2.74  -5.57  1.40  -0.48
O  -2.21  -6.71  0.90  0.02
C  -3.19  -7.42  0.12  -0.16
C  -4.53  -6.93  0.64  -0.15
C  -4.21  -5.49  1.03  -0.07
H  -3.03  -7.18  -0.93  0.13
H  -3.04  -8.49  0.27  0.12
H  -5.33  -7.02  -0.09  0.11
H  -4.82  -7.50  1.52  0.11
H  -4.33  -4.80  0.20  0.10
H  -4.80  -5.14  1.88  0.13
O  -3.52  4.60  1.75  0.11
C  -3.08  4.31  2.83  -0.48
O  -3.88  3.99  3.87  0.02
C  -3.09  3.80  5.06  -0.15
C  -1.69  3.48  4.56  -0.14
C  -1.63  4.28  3.26  -0.08
H  -3.13  4.72  5.65  0.12
H  -3.52  2.99  5.65  0.11
H  -0.91  3.74  5.27  0.12
H  -1.60  2.42  4.34  0.10
H  -1.30  5.31  3.42  0.13
H  -1.01  3.82  2.50  0.11
O  0.84  6.18  -3.54  0.10
C  1.84  6.53  -2.99  -0.48
O  2.12  6.15  -1.72  0.03
C  3.33  6.79  -1.27  -0.14
C  4.08  7.17  -2.54  -0.15
C  2.93  7.44  -3.51  -0.07
H  3.05  7.66  -0.67  0.13
H  3.88  6.10  -0.64  0.13
H  4.75  8.01  -2.41  0.08
H  4.66  6.32  -2.90  0.13
H  2.58  8.48  -3.46  0.13
H  3.18  7.19  -4.54  0.13
O  5.34  9.68  -3.95  0.12
C  6.34  10.03  -3.38  -0.48
O  6.61  9.65  -2.10  0.02
C  7.81  10.30  -1.64  -0.15
C  8.57  10.66  -2.91  -0.15
C  7.44  10.93  -3.89  -0.07
H  7.53  11.17  -1.05  0.13
H  8.35  9.61  -1.00  0.13
H  9.25  11.51  -2.77  0.11
H  9.16  9.81  -3.24  0.12
H  7.09  11.96  -3.85  0.13
H  7.70  10.67  -4.92  0.13
O  -12.35  -0.97  -0.23  0.11
C  -11.61  -1.85  -0.55  -0.50
O  -10.29  -1.66  -0.78  0.03
C  -9.68  -2.88  -1.26  -0.15
C  -10.61  -4.00  -0.79  -0.15
C  -11.97  -3.31  -0.80  -0.08
H  -9.62  -2.83  -2.35  0.13
H  -8.68  -2.98  -0.86  0.09
H  -10.55  -4.89  -1.40  0.11
H  -10.35  -4.28  0.24  0.12
H  -12.45  -3.38  -1.78  0.13
H  -12.64  -3.67  -0.03  0.12